{"formula": "C2H9NO", "method": "ωB97M-V/def2-TZVPD", "total_charge": 0, "largest_force_ha_per_bohr": 0.05358, "smiles": "NCO.C", "orbital_gap_ev": 10.5, "e_homo_ev": -9.70, "relative_energy_kcal_mol": 30.6, "spin_multiplicity": 1, "elements": ["N", "C", "O", "H", "H", "H", "H", "H", "C", "H", "H", "H", "H"], "xyz": [[-1.34428, -0.84890, 1.21352], [-0.15392, -1.49653, 1.55339], [0.32128, -1.66239, 2.99610], [-1.25722, 0.10953, 0.97892], [-2.21888, -0.89242, 1.73167], [0.63697, -0.92896, 1.05136], [-0.28597, -2.57315, 1.19030], [-0.45038, -1.67699, 3.55572], [0.94886, 1.95409, -2.87910], [0.61490, 2.30600, -1.91904], [1.91865, 2.57394, -2.79056], [1.02054, 0.82367, -2.91458], [0.24945, 2.31213, -3.76769]]}